Molecular formula: C13H32O13V3
Method: DFT, the ωB97M-V functional and the def2-TZVPD basis

Cartesian coordinates (Å):
O -2.500 -2.571 6.857
V -2.623 -1.201 5.934
O -4.006 -0.416 6.349
O -0.408 5.813 5.343
V 0.300 5.177 4.036
O -0.152 6.071 2.777
O 6.168 -0.506 4.771
V 4.617 -1.053 4.741
O 4.745 -2.636 5.175
C 0.549 0.372 2.525
O 1.560 1.025 2.511
O 0.660 -0.633 3.199
O -0.400 1.003 2.930
C -2.994 2.822 -4.937
C -3.398 2.812 -3.487
C -4.880 2.485 -3.365
O -2.720 1.705 -2.890
H -3.257 1.847 -5.347
H -1.999 3.150 -5.236
H -3.682 3.596 -5.279
H -3.318 3.742 -2.925
H -5.541 3.289 -3.686
H -5.266 2.309 -2.361
H -5.179 1.532 -3.802
H -2.941 1.798 -1.961
C 4.053 -4.840 -0.483
C 5.116 -3.873 -0.976
C 4.869 -3.448 -2.413
O 5.072 -2.753 -0.083
H 3.086 -4.338 -0.492
H 4.198 -5.093 0.568
H 4.209 -5.764 -1.039
H 6.099 -4.338 -0.899
H 3.800 -3.250 -2.497
H 5.005 -4.215 -3.175
H 5.394 -2.535 -2.690
H 5.702 -2.110 -0.416
C 6.245 4.938 -3.480
C 4.918 4.580 -2.729
C 3.885 3.910 -3.613
O 5.279 3.662 -1.723
H 6.104 5.980 -3.769
H 6.372 4.336 -4.379
H 7.130 5.012 -2.847
H 4.453 5.444 -2.254
H 2.902 3.778 -3.161
H 4.137 2.983 -4.128
H 3.773 4.635 -4.419
H 4.557 3.577 -1.096
C -6.520 -4.739 4.505
C -6.401 -4.097 3.033
C -7.619 -3.231 2.632
O -5.215 -3.402 3.073
H -5.600 -5.274 4.741
H -7.334 -5.439 4.696
H -6.579 -3.930 5.233
H -6.277 -4.911 2.318
H -7.490 -2.256 3.103
H -8.503 -3.731 3.027
H -7.569 -3.106 1.550
H -4.588 -3.696 2.408

Summary:
Kohn-Sham gap ... 2.4 eV
Multiplicity ... 1
ΔE to the lowest compared entry with this formula, charge and spin ... 1935.4 kJ/mol
Charge ... +1
Total energy ... -117654.408 eV
E_LUMO ... -7.01 eV
E_HOMO ... -9.432 eV

These are the Mulliken partial charges, in e, on atoms 1 to 5:
1 O -0.555
2 V 1.704
3 O -0.543
4 O -0.562
5 V 1.656



Molecular formula: C16H21BCl4FeN4O2S
Method: DFT, the ωB97M-V functional and the def2-TZVPD basis

Cartesian coordinates (Å):
Fe 0.000 0.327 -0.355
C 0.062 -2.828 1.074
C -0.625 -2.947 -0.293
N -0.043 -2.050 -1.292
C 1.183 -2.510 -1.948
C 2.461 -2.328 -1.132
S 2.594 -0.690 -0.299
C 2.654 -1.167 1.472
C 1.339 -1.054 2.246
N 0.164 -1.423 1.462
H 1.061 -3.258 1.041
H -0.523 -3.406 1.798
H -1.669 -2.656 -0.174
H -0.595 -3.995 -0.621
H -0.734 -1.920 -2.026
H 1.286 -1.928 -2.865
H 1.109 -3.574 -2.221
H 3.312 -2.385 -1.812
H 2.590 -3.098 -0.379
H 3.369 -0.476 1.920
H 3.083 -2.165 1.523
H 1.196 -0.014 2.542
H 1.426 -1.665 3.156
H -0.672 -1.150 1.970
B -1.549 3.903 -2.299
C -0.941 2.529 -2.129
N -0.493 1.473 -1.918
H -1.028 4.538 -3.169
H -1.312 4.475 -1.277
H -2.696 3.791 -2.609
Cl -4.102 0.858 -3.113
C -4.506 0.123 -1.528
Cl -5.677 1.137 -0.642
Cl -5.142 -1.533 -1.762
C -3.296 0.021 -0.773
N -2.300 -0.085 -0.207
Cl -4.546 3.395 5.015
C -3.141 3.233 4.033
C -2.935 2.060 3.317
C -1.810 1.936 2.525
C -0.889 2.973 2.451
C -1.106 4.148 3.161
C -2.229 4.278 3.954
C 0.374 2.852 1.606
O 1.176 3.756 1.587
O 0.469 1.735 0.984
H -3.651 1.256 3.385
H -1.647 1.029 1.954
H -0.389 4.949 3.085
H -2.397 5.188 4.507

Summary:
Expectation value of S² ... 8.766
Kohn-Sham gap (alpha / beta) ... 8.1 / 5.2 eV
Multiplicity ... 6
ΔE to the lowest compared entry with this formula, charge and spin ... 202.4 kJ/mol
Charge ... +1
Total energy ... -122968.883 eV
E_LUMO (alpha / beta) ... -3.33 / -6.22 eV
E_HOMO (alpha / beta) ... -11.451 / -11.436 eV

These are the Mulliken partial charges, in e, on atoms 1 to 5:
1 Fe 0.715
2 C -0.764
3 C -0.890
4 N -0.031
5 C -0.946



Molecular formula: C5H8EuFO4
Method: DFT, the ωB97M-V functional and the def2-TZVPD basis

Cartesian coordinates (Å):
C -1.910 -0.122 2.875
O -0.806 0.093 2.025
Eu 1.718 0.064 1.935
C -2.531 -1.499 2.721
H -1.588 0.026 3.919
H -2.660 0.665 2.677
H -3.392 -1.599 3.398
H -2.884 -1.664 1.694
H -1.803 -2.283 2.973
C -0.895 0.877 0.398
O -1.546 2.096 0.597
C -2.714 2.152 -0.141
C -2.986 0.700 -0.504
O -1.705 0.102 -0.386
O 0.333 0.929 0.086
F -2.485 2.906 -1.280
H -3.495 2.655 0.439
H -3.678 0.238 0.214
H -3.353 0.587 -1.529

Summary:
Expectation value of S² ... 20.008
Kohn-Sham gap (alpha / beta) ... 5.4 / 10.0 eV
Multiplicity ... 9
Total energy ... -35549.309 eV
E_LUMO (alpha / beta) ... 0.25 / 0.21 eV
E_HOMO (alpha / beta) ... -5.127 / -9.841 eV

These are the Mulliken partial charges, in e, on atoms 1 to 5:
1 C -0.287
2 O -0.656
3 Eu 0.716
4 C -1.009
5 H 0.330



Molecular formula: C6H10N2
Method: DFT, the ωB97M-V functional and the def2-TZVPD basis

Cartesian coordinates (Å):
C -1.010 -0.752 0.018
C 0.087 -0.289 1.002
C -0.006 1.258 0.682
C -0.155 1.364 -0.615
C -0.056 -0.149 -0.973
C 1.086 -0.779 -0.094
H -2.474 0.495 0.633
H -2.647 -0.162 -0.902
H -1.056 -1.842 -0.070
H 0.063 -0.532 2.074
H 0.284 1.968 1.441
H -0.256 2.189 -1.337
H -0.112 -0.526 -2.011
H 1.042 -1.868 -0.246
H 2.989 -0.632 0.626
H 2.349 0.836 -0.079
N -2.378 -0.354 0.105
N 2.399 -0.194 -0.141

Summary:
Kohn-Sham gap ... 10.1 eV
Multiplicity ... 1
ΔE to the lowest compared entry with this formula, charge and spin ... 272.6 kJ/mol
Total energy ... -9361.612 eV
E_LUMO ... 1.03 eV
E_HOMO ... -9.022 eV

These are the Mulliken partial charges, in e, on atoms 1 to 5:
1 C -0.252
2 C -0.256
3 C -0.889
4 C -0.445
5 C -0.192